Entry 1:
Below is a 5-piece molecular cluster, C31H48N2O13P overall, with properties calculated with wB97M-V/def2-TZVPD.

For the lowest unoccupied orbital energy, the calculation gives -4.04 eV. As for the HOMO energy: -11.928 eV.

Geometry as ORCA input:
```
! RIJCOSX wB97M-V def2-TZVPD def2/J DEFGRID3
* xyz 1 1
C 2.16 -3.63 3.75
C 1.50 -2.62 4.53
C 1.32 -1.12 3.99
P 0.31 -1.04 2.37
C -0.92 0.37 2.60
C -2.24 -0.03 3.40
C -3.63 0.60 2.82
N -2.30 -0.82 4.44
O -0.38 -2.58 2.19
C -1.56 -2.59 1.33
C -1.43 -1.76 -0.03
C -2.67 -2.16 -1.02
C -2.32 -1.56 -2.47
C 1.54 -0.60 1.02
C 2.90 -1.33 0.79
C 3.91 -1.03 -0.32
N 3.65 -0.01 -1.28
C 2.44 0.69 -1.09
C 1.32 0.53 -0.05
H 2.00 -3.61 2.62
H 2.88 -4.39 4.25
H 1.10 -2.97 5.55
H 2.38 -0.69 3.86
H 0.81 -0.51 4.82
H -0.37 1.16 3.25
H -1.16 0.92 1.62
H -3.76 0.29 1.71
H -3.47 1.74 2.79
H -4.54 0.28 3.42
H -3.30 -0.89 4.71
H -2.53 -2.31 1.89
H -1.72 -3.69 1.02
H -1.49 -0.63 0.08
H -0.44 -1.99 -0.56
H -2.80 -3.29 -0.99
H -3.59 -1.58 -0.63
H -2.70 -0.47 -2.54
H -1.17 -1.52 -2.58
H -2.78 -2.25 -3.25
H 3.16 -2.19 1.51
H 4.87 -1.64 -0.40
H 2.25 1.54 -1.85
H 0.37 1.17 -0.03
C 6.02 0.75 7.09
C 4.75 1.54 6.85
C 3.61 1.15 7.74
O 2.48 1.53 6.96
C 2.87 1.45 5.65
O 2.12 1.52 4.72
O 4.22 1.27 5.55
H 6.78 1.02 6.36
H 6.41 0.94 8.09
H 5.84 -0.33 6.98
H 4.97 2.61 6.91
H 3.63 1.68 8.69
H 3.56 0.07 7.93
C -5.00 4.35 -4.66
C -4.43 3.01 -4.26
C -2.95 3.04 -3.98
O -2.57 1.69 -4.24
C -3.46 1.21 -5.17
O -3.33 0.17 -5.76
O -4.50 2.07 -5.34
H -6.05 4.25 -4.94
H -4.92 5.07 -3.85
H -4.49 4.75 -5.54
H -4.99 2.60 -3.42
H -2.73 3.31 -2.95
H -2.39 3.69 -4.65
C -6.00 -1.89 -6.12
C -6.35 -2.26 -4.69
C -7.05 -3.58 -4.56
O -7.78 -3.42 -3.35
C -8.03 -2.08 -3.23
O -8.78 -1.60 -2.43
O -7.32 -1.36 -4.15
H -5.58 -0.88 -6.15
H -5.28 -2.59 -6.54
H -6.89 -1.88 -6.76
H -5.46 -2.21 -4.06
H -6.35 -4.42 -4.48
H -7.76 -3.79 -5.37
C 6.24 0.84 -2.55
C 7.27 1.57 -1.72
C 7.07 3.06 -1.66
O 8.39 3.53 -1.40
C 9.24 2.61 -1.93
O 10.42 2.77 -2.06
O 8.57 1.48 -2.30
H 6.49 -0.22 -2.62
H 5.24 0.94 -2.11
H 6.21 1.23 -3.57
H 7.32 1.13 -0.71
H 6.39 3.36 -0.86
H 6.73 3.49 -2.61
*
```



Entry 2:
Below is a 8-piece molecular cluster, C31H48O17 overall, with properties calculated with wB97M-V/def2-TZVPD.

For the lowest unoccupied orbital energy, the calculation gives 0.50 eV. As for the HOMO energy: -9.240 eV. As for the SMILES: COC(=O)OC.O=C1CCCO1.O=C1CCCO1.O=C1CCCO1.O=C1CCCO1.O=C1CCCO1.O=C1CCCO1.O=C1CCCO1.

Geometry as ORCA input:
```
! RIJCOSX wB97M-V def2-TZVPD def2/J DEFGRID3
* xyz 0 1
C -14.28 -9.04 18.46
O -14.79 -9.08 19.84
C -14.26 -10.04 20.59
O -14.50 -10.12 21.79
O -13.50 -10.91 19.93
C -12.91 -11.87 20.74
H -14.82 -8.26 17.91
H -14.43 -10.01 17.98
H -13.23 -8.76 18.39
H -12.10 -12.41 20.22
H -13.70 -12.59 21.00
H -12.52 -11.43 21.65
O -6.62 -10.00 13.69
C -5.70 -9.51 14.30
O -5.34 -8.21 14.12
C -4.13 -8.03 14.85
C -4.15 -9.06 16.03
C -4.88 -10.21 15.38
H -4.02 -6.96 15.11
H -3.34 -8.19 14.09
H -4.64 -8.65 16.93
H -3.08 -9.16 16.29
H -5.60 -10.76 15.97
H -4.24 -10.93 14.86
O -7.52 -11.61 17.60
C -8.43 -10.87 17.55
O -9.71 -11.38 17.85
C -10.69 -10.32 17.86
C -9.94 -9.02 17.59
C -8.56 -9.45 17.02
H -11.29 -10.32 18.77
H -11.40 -10.64 17.05
H -9.87 -8.49 18.56
H -10.48 -8.35 16.94
H -7.68 -8.87 17.35
H -8.49 -9.51 15.94
O -12.43 -10.75 14.74
C -13.01 -10.42 13.75
O -13.05 -9.12 13.40
C -13.64 -8.96 12.09
C -14.35 -10.30 11.86
C -13.57 -11.31 12.71
H -12.94 -8.74 11.29
H -14.35 -8.11 12.12
H -14.34 -10.60 10.81
H -15.35 -10.15 12.18
H -12.63 -11.47 12.13
H -13.93 -12.27 13.04
O -7.18 -14.69 13.08
C -8.04 -13.83 13.22
O -8.93 -13.55 12.27
C -9.85 -12.46 12.68
C -9.42 -12.12 14.10
C -8.14 -12.88 14.33
H -10.89 -12.80 12.63
H -9.67 -11.70 11.96
H -10.23 -12.26 14.83
H -9.24 -11.06 14.16
H -8.13 -13.44 15.27
H -7.22 -12.30 14.17
O -11.32 -14.36 15.71
C -10.57 -14.70 16.62
O -9.29 -15.04 16.40
C -8.58 -15.37 17.68
C -9.52 -14.89 18.80
C -10.93 -14.81 18.15
H -7.72 -14.76 17.63
H -8.35 -16.41 17.70
H -9.14 -13.88 19.04
H -9.45 -15.52 19.69
H -11.45 -13.89 18.30
H -11.59 -15.69 18.27
O -5.71 -8.40 18.85
C -5.88 -8.96 19.91
O -7.15 -9.48 20.23
C -7.21 -9.89 21.61
C -5.75 -10.05 22.01
C -5.02 -9.13 21.07
H -7.88 -10.72 21.66
H -7.70 -9.07 22.15
H -5.45 -11.08 21.92
H -5.74 -9.67 23.03
H -3.97 -9.33 20.89
H -5.04 -8.13 21.48
O -6.30 -12.80 20.19
C -5.59 -13.31 19.35
O -5.72 -14.64 19.13
C -4.92 -15.03 18.04
C -4.50 -13.74 17.37
C -4.45 -12.77 18.55
H -5.50 -15.57 17.29
H -4.19 -15.76 18.45
H -5.35 -13.49 16.76
H -3.60 -13.84 16.75
H -4.52 -11.73 18.21
H -3.56 -12.96 19.17
*
```



Entry 3:
Below is C31H48O2P2Tc as an isolated structure, with properties calculated with wB97M-V/def2-TZVPD.

For the lowest unoccupied orbital energy (alpha / beta), the calculation gives -6.82 / -8.74 eV. As for the HOMO energy (alpha / beta): -13.564 / -13.293 eV. As for the energy relative to the best compared isomer or geometry (same formula, charge and spin): 1.886 eV.

Geometry as ORCA input:
```
! RIJCOSX wB97M-V def2-TZVPD def2/J DEFGRID3
* xyz 2 4
Tc -0.67 -0.12 -0.99
C -0.09 -0.74 1.04
C -1.43 -1.18 0.71
C 0.03 -2.22 -0.78
C 0.81 -1.34 0.07
C -1.33 -2.14 -0.37
C 0.29 0.03 2.25
H -0.57 0.59 2.63
H 1.09 0.75 1.97
H 0.69 -0.62 3.04
C 2.29 -1.20 -0.01
H 2.55 -0.13 -0.01
H 2.66 -1.66 -0.93
H 2.80 -1.66 0.85
C 0.60 -3.16 -1.79
H 0.93 -4.10 -1.32
H 1.48 -2.71 -2.26
H -0.14 -3.39 -2.55
C -2.42 -3.03 -0.86
H -2.47 -3.97 -0.30
H -2.23 -3.30 -1.90
H -3.40 -2.56 -0.79
C -2.68 -0.82 1.44
H -2.67 -1.16 2.48
H -3.55 -1.28 0.96
H -2.83 0.27 1.46
C 0.30 1.89 -0.86
C -0.90 1.93 -0.10
C -2.18 2.61 -0.56
C -3.13 1.71 -1.38
C -2.47 0.52 -2.05
C -1.32 0.68 -2.93
C -0.70 2.03 -3.20
C 0.42 2.45 -2.25
H -1.91 3.53 -1.09
H -3.67 2.31 -2.13
H -2.72 2.94 0.34
H 0.52 3.55 -2.21
H 1.23 2.06 -0.23
H -0.75 2.00 0.99
H 1.38 2.09 -2.65
H -0.31 2.05 -4.22
H -1.21 -0.08 -3.76
H -1.51 2.78 -3.19
H -3.90 1.32 -0.70
H -3.15 -0.31 -2.30
P -3.08 1.80 -4.88
P -2.42 -1.52 -4.77
C -3.84 0.60 -6.12
C -3.09 -0.72 -6.31
H -3.86 1.19 -7.05
H -4.88 0.45 -5.78
H -3.74 -1.46 -6.81
H -2.20 -0.58 -6.95
C -1.64 -2.99 -5.52
H -1.58 -3.79 -4.78
H -0.62 -2.72 -5.85
H -2.22 -3.32 -6.39
C -4.00 -2.15 -4.08
H -4.67 -2.47 -4.89
H -4.48 -1.33 -3.52
H -3.80 -2.99 -3.40
C -1.93 2.61 -6.02
H -1.25 3.25 -5.46
H -2.48 3.23 -6.73
H -1.35 1.86 -6.56
C -4.38 3.11 -4.86
H -5.40 2.72 -4.81
H -4.25 3.73 -5.76
H -4.18 3.73 -3.97
O 3.40 3.53 0.40
C 2.98 2.72 1.24
O 2.10 1.79 1.05
C 3.58 2.78 2.62
C 3.82 1.61 3.37
C 4.63 1.66 4.51
C 5.18 2.88 4.93
C 4.83 4.07 4.26
C 4.05 4.01 3.10
H 3.40 0.66 3.02
H 4.85 0.74 5.06
H 5.83 2.93 5.79
H 5.19 5.03 4.60
H 3.82 4.91 2.52
*
```



Entry 4:
Below is C31H48O2P2V as an isolated structure, with properties calculated with wB97M-V/def2-TZVPD.

For the lowest unoccupied orbital energy (alpha / beta), the calculation gives -6.13 / -5.18 eV. As for the HOMO energy (alpha / beta): -9.368 / -9.368 eV. As for the energy relative to the best compared isomer or geometry (same formula, charge and spin): 0.000 eV.

Geometry as ORCA input:
```
! RIJCOSX wB97M-V def2-TZVPD def2/J DEFGRID3
* xyz 1 3
V 1.20 -1.98 -0.87
C 0.52 -2.63 1.08
C 0.38 -3.65 0.09
C 2.62 -3.00 0.18
C 1.88 -2.19 1.10
C 1.69 -3.92 -0.44
C -0.44 -2.35 2.17
H -1.47 -2.58 1.87
H -0.41 -1.33 2.56
H -0.21 -2.99 3.03
C 2.44 -1.24 2.09
H 1.71 -0.51 2.44
H 3.29 -0.68 1.68
H 2.78 -1.77 2.98
C 4.03 -2.75 -0.20
H 4.66 -3.61 0.08
H 4.41 -1.87 0.32
H 4.13 -2.59 -1.28
C 1.98 -4.84 -1.57
H 2.59 -5.69 -1.23
H 2.55 -4.33 -2.37
H 1.04 -5.21 -2.00
C -0.87 -4.42 -0.18
H -0.81 -5.40 0.31
H -1.04 -4.60 -1.24
H -1.74 -3.91 0.23
C -1.27 2.24 1.48
C -2.24 1.39 1.88
C -2.70 0.20 1.12
C -2.92 0.36 -0.42
C -1.84 -0.18 -1.28
C -0.51 -0.13 -1.02
C 0.17 0.70 0.06
C -0.50 2.08 0.21
H -3.69 -0.06 1.51
H -3.08 1.42 -0.64
H -2.08 -0.69 1.31
H -1.11 2.28 -0.69
H -0.99 3.11 2.07
H -2.70 1.56 2.85
H 0.30 2.83 0.20
H 0.14 0.15 1.02
H 0.17 -0.63 -1.75
H 1.25 0.90 -0.15
H -3.85 -0.17 -0.68
H -2.19 -0.86 -2.06
P -0.82 1.96 -3.22
P 1.45 0.23 -4.37
C -0.48 2.18 -5.04
C 0.97 1.82 -5.29
H -0.70 3.22 -5.31
H -1.16 1.52 -5.60
H 1.16 1.71 -6.36
H 1.63 2.62 -4.92
C 3.10 0.30 -5.21
H 3.61 -0.67 -5.09
H 3.71 1.07 -4.72
H 3.02 0.54 -6.28
C 0.67 -0.85 -5.66
H 0.78 -0.43 -6.67
H -0.39 -0.97 -5.43
H 1.16 -1.82 -5.61
C -0.34 3.71 -2.80
H -0.48 3.92 -1.73
H -0.96 4.40 -3.38
H 0.72 3.86 -3.05
C -2.63 2.31 -3.41
H -2.97 2.04 -4.41
H -2.86 3.37 -3.23
H -3.22 1.70 -2.72
O -1.32 -0.27 4.40
C -0.42 0.55 4.69
O 0.63 0.88 4.07
C -0.68 1.32 5.99
C -1.88 1.14 6.72
C -2.17 1.94 7.83
C -1.27 2.92 8.24
C -0.04 3.07 7.57
C 0.24 2.28 6.46
H -2.57 0.36 6.42
H -3.12 1.80 8.36
H -1.51 3.58 9.09
H 0.69 3.81 7.92
H 1.19 2.41 5.93
*
```



Entry 5:
Below is C31H49BrCeO2P2 as an isolated structure, with properties calculated with wB97M-V/def2-TZVPD.

For the lowest unoccupied orbital energy (alpha / beta), the calculation gives -2.54 / -2.50 eV. As for the HOMO energy (alpha / beta): -10.911 / -10.969 eV. As for the energy relative to the best compared isomer or geometry (same formula, charge and spin): 0.000 eV.

Geometry as ORCA input:
```
! RIJCOSX wB97M-V def2-TZVPD def2/J DEFGRID3
* xyz 1 2
Ce -0.36 0.20 0.22
C -2.35 1.85 0.20
C -2.68 0.91 -0.84
C -2.63 -0.25 1.17
C -2.36 1.14 1.44
C -2.85 -0.38 -0.25
C -2.04 3.29 -0.01
H -1.61 3.46 -1.00
H -1.32 3.67 0.74
H -2.94 3.91 0.07
C -2.09 1.72 2.79
H -1.84 2.78 2.72
H -1.25 1.20 3.27
H -2.95 1.61 3.46
C -2.56 -1.37 2.15
H -3.57 -1.64 2.51
H -1.96 -1.10 3.03
H -2.12 -2.27 1.70
C -3.27 -1.60 -0.98
H -4.37 -1.70 -1.01
H -2.88 -2.52 -0.53
H -2.93 -1.57 -2.02
C -2.97 1.25 -2.26
H -3.95 1.75 -2.38
H -3.00 0.35 -2.87
H -2.21 1.91 -2.68
C 1.45 0.68 -3.27
C 0.41 1.52 -3.42
C -0.24 1.76 -4.75
C -1.12 0.63 -5.36
C -1.23 -0.68 -4.63
C -0.18 -1.50 -4.50
C 1.16 -1.18 -5.08
C 2.03 -0.08 -4.42
H 0.51 2.01 -5.52
H -0.73 0.45 -6.37
H -0.88 2.65 -4.66
H 2.34 0.59 -5.24
H 1.96 0.57 -2.31
H 0.04 2.12 -2.59
H 2.96 -0.56 -4.07
H 1.75 -2.11 -5.06
H -0.29 -2.50 -4.06
H 1.05 -0.91 -6.14
H -2.13 1.03 -5.48
H -2.25 -0.99 -4.37
P 1.82 2.32 0.47
C 1.54 3.14 2.08
H 2.41 3.76 2.31
H 1.42 2.40 2.88
H 0.63 3.77 2.06
C 3.50 1.67 0.78
H 4.12 2.49 1.18
H 3.93 1.30 -0.17
H 3.44 0.86 1.51
C 2.09 3.77 -0.60
H 2.51 3.45 -1.56
H 2.78 4.48 -0.11
H 1.12 4.27 -0.78
P 0.95 -2.52 -0.18
C -0.15 -3.75 -0.98
H 0.46 -4.58 -1.36
H -0.70 -3.28 -1.80
H -0.87 -4.14 -0.24
C 2.47 -2.78 -1.17
H 2.22 -2.82 -2.24
H 2.97 -3.71 -0.88
H 3.16 -1.93 -1.00
C 1.40 -3.34 1.41
H 1.73 -4.38 1.22
H 0.53 -3.35 2.08
H 2.21 -2.78 1.89
Br 0.51 1.97 5.21
C 0.51 0.11 5.57
C 0.15 -0.32 6.85
C 0.31 -1.67 7.21
C 0.79 -2.59 6.27
C 1.08 -2.17 4.97
C 0.91 -0.83 4.60
C 1.33 -0.37 3.24
O 2.54 -0.22 3.04
O 0.40 -0.22 2.32
H -0.23 0.40 7.57
H 0.07 -1.98 8.23
H 0.94 -3.64 6.55
H 1.46 -2.88 4.22
*
```



Short version: M = 687.700, 692.708, 612.671, 565.615, 735.699 g/mol, in the order given.